(1)
DFT (ωB97M-V with the def2-TZVPD basis set) results for a 2-piece molecular cluster, C6H17N2 overall.

XYZ file:
```
25
Properties=species:S:1:pos:R:3:lowdin_charge:R:1
N 1.380 0.147 -3.171 0.037
C -0.586 0.213 -0.507 0.116
C -0.719 1.322 0.412 -0.217
C -1.589 2.487 -0.151 -0.035
C 0.523 -0.788 -0.413 -0.229
N 0.634 -1.450 0.869 -0.162
C -0.516 -2.232 1.275 -0.064
C 1.315 -0.774 1.963 -0.029
H 0.657 0.629 -2.641 -0.012
H 0.887 -0.250 -3.966 0.033
H 1.905 0.936 -3.540 0.032
H -1.551 -0.287 -0.663 0.150
H -1.221 1.034 1.349 0.159
H 0.286 1.623 0.712 0.112
H -1.288 2.721 -1.164 0.078
H -1.517 3.395 0.441 0.093
H -2.602 2.095 -0.176 0.087
H 0.579 -1.519 -1.207 0.128
H 1.450 -0.208 -0.484 0.131
H -0.188 -3.000 1.982 0.109
H -1.284 -1.714 1.860 0.094
H -0.955 -2.717 0.404 0.104
H 2.300 -1.149 2.223 0.108
H 1.407 0.286 1.734 0.078
H 0.694 -0.799 2.859 0.099
```

Its HOMO energy is -13.393 eV. The value obtained for the LUMO energy is -6.9683 eV. As for the net charge: +1. The HOMO-LUMO gap comes out at 6.4 eV.

=====

(2)
DFT (ωB97M-V with the def2-TZVPD basis set) results for an isolated ion of composition C6H17N2O3S and charge +1.

XYZ file:
```
29
Properties=species:S:1:pos:R:3:lowdin_charge:R:1
C 1.686 -0.231 -1.707 0.007
C -1.738 -1.816 1.044 -0.041
C -1.267 1.184 0.568 -0.078
C 0.495 0.664 -1.180 -0.311
C -0.615 -1.540 -0.044 -0.324
C -0.172 0.231 0.210 -0.338
N 1.065 2.003 -0.968 0.166
N -0.917 -1.617 -1.393 0.022
O 0.300 1.048 2.731 -0.099
O 1.401 -1.079 2.085 -0.223
O 2.152 1.109 1.164 -0.294
S 1.055 0.223 1.620 0.716
H 1.206 -1.118 -2.038 0.053
H 2.195 -0.293 -0.772 0.060
H 2.242 0.258 -2.577 0.125
H -2.243 -2.781 0.680 0.099
H -1.421 -2.007 2.149 0.119
H -2.592 -1.118 0.857 0.077
H -2.004 1.305 -0.252 0.124
H -0.901 2.188 0.716 0.080
H -1.528 0.779 1.554 0.085
H -0.216 0.575 -1.953 0.124
H 0.247 -2.026 0.079 0.076
H 1.646 2.416 -1.743 0.196
H 1.674 1.898 -0.074 0.107
H 0.423 2.748 -0.800 0.140
H 0.399 0.655 3.549 0.074
H -1.922 -1.292 -1.482 0.137
H -0.650 -2.368 -2.025 0.121
```

Its HOMO energy is -12.822 eV. The value obtained for the LUMO energy is -2.9056 eV. As for the net charge: +1. The HOMO-LUMO gap comes out at 9.9 eV.

=====

(3)
DFT (ωB97M-V with the def2-TZVPD basis set) results for C6H17N2O5SrY as an isolated structure.

XYZ file:
```
32
Properties=species:S:1:pos:R:3:lowdin_spin:R:1
Sr -0.215 2.277 -1.970 0.115
Y 0.286 -1.405 -2.616 0.643
O 2.528 -1.722 -2.219 0.047
H 2.660 -1.031 -1.542 0.001
O 0.387 0.547 -3.686 0.051
H 0.688 0.466 -4.612 0.007
O 0.119 -0.025 -0.852 0.050
H -0.732 0.245 -0.455 0.005
C -3.660 1.791 -0.354 0.003
O -2.474 1.882 -0.687 0.013
N -4.272 0.634 -0.294 0.002
C -5.695 0.510 -0.044 0.000
C -3.562 -0.622 -0.356 0.023
H -4.412 2.583 -0.213 0.000
H -6.149 -0.106 -0.821 0.000
H -6.252 1.444 0.021 0.000
H -5.970 0.090 0.923 0.000
H -3.790 -1.360 -1.125 0.016
H -2.499 -0.397 -0.439 0.016
H -3.682 -1.195 0.564 0.001
C 5.029 0.672 1.551 0.000
O 6.212 0.261 1.393 0.000
N 4.021 -0.203 1.818 0.000
C 2.626 0.128 1.750 0.002
C 4.294 -1.648 1.925 0.000
H 4.674 1.713 1.496 0.000
H 2.140 -0.069 2.706 0.000
H 2.111 -0.439 0.974 0.001
H 2.598 1.185 1.484 0.001
H 3.674 -2.148 2.669 0.000
H 3.977 -2.118 0.994 0.001
H 5.341 -1.939 2.015 0.000
```

Its spin multiplicity is 2. Its HOMO energy (spin up / spin down) is -7.842 / -10.960 eV. The value obtained for the LUMO energy (spin up / spin down) is -4.4625 / -4.6931 eV. As for the net charge: +1. As for the expectation value of S²: 0.7507. The HOMO-LUMO gap (spin up / spin down) comes out at 3.4 / 6.3 eV.

=====

(4)
DFT (ωB97M-V with the def2-TZVPD basis set) results for an isolated ion of composition C6H17N2Si and charge +1.

XYZ file:
```
26
Properties=species:S:1:pos:R:3:lowdin_spin:R:1
C -2.844 0.302 -0.773 0.029
C -0.015 -0.029 0.205 0.490
C 1.974 -1.315 0.763 0.061
C 0.035 -2.456 -0.068 0.066
C 0.010 2.342 0.231 0.050
C 2.021 1.338 -0.570 0.028
N 0.624 -1.191 0.242 0.531
N 0.677 1.115 0.134 0.441
Si -1.929 -0.096 0.827 0.115
H -2.306 0.084 -1.645 0.004
H 2.792 -1.774 0.093 0.018
H 2.219 -0.345 1.186 0.002
H 1.948 -1.866 1.635 0.021
H 0.773 -3.162 -0.319 0.008
H -0.538 -2.794 0.836 0.034
H -0.753 -2.323 -0.769 0.010
H -0.509 2.667 -0.763 0.030
H -0.653 2.531 1.174 0.009
H 0.818 3.029 0.304 0.005
H 1.847 2.121 -1.354 0.009
H 2.802 1.553 0.120 0.009
H 2.245 0.457 -1.121 0.002
H -3.027 1.359 -0.926 0.002
H -1.825 -1.490 1.216 0.003
H -3.659 -0.356 -0.814 0.003
H -2.197 0.873 1.849 0.019
```

Its spin multiplicity is 3. Its HOMO energy (spin up / spin down) is -9.831 / -14.242 eV. The value obtained for the LUMO energy (spin up / spin down) is -2.4902 / -6.8026 eV. As for the net charge: +1. As for the expectation value of S²: 2.0074. The HOMO-LUMO gap (spin up / spin down) comes out at 7.3 / 7.4 eV.

=====

(5)
DFT (ωB97M-V with the def2-TZVPD basis set) results for C6H17N3 as an isolated structure.

XYZ file:
```
26
Properties=species:S:1:pos:R:3:lowdin_charge:R:1
C 0.328 0.805 -0.544 -0.463
C -0.882 0.571 0.196 -0.276
C -0.365 -1.291 0.708 -0.300
C 1.600 1.208 0.153 -0.037
C 1.057 -1.748 0.934 -0.122
C -1.096 -2.175 -0.277 -0.132
N 0.528 0.099 -1.733 0.107
N -0.354 2.539 -1.203 -0.036
N -1.155 1.313 1.345 0.061
H -1.764 0.376 -0.407 0.127
H -0.895 -1.249 1.664 0.096
H -0.292 0.097 -2.325 0.096
H 1.322 0.456 -2.247 0.101
H -1.063 2.365 -1.919 -0.018
H -0.815 3.107 -0.493 -0.019
H -1.989 1.034 1.839 0.089
H -0.382 1.463 1.975 0.077
H 1.901 2.173 -0.253 0.080
H 1.493 1.308 1.231 0.073
H 2.401 0.498 -0.043 0.079
H 1.072 -2.773 1.325 0.078
H -0.640 -2.099 -1.267 0.062
H 1.611 -1.788 -0.006 0.070
H 1.578 -1.141 1.674 0.066
H -1.045 -3.228 0.023 0.073
H -2.155 -1.920 -0.350 0.067
```

Its HOMO energy is -7.091 eV. The value obtained for the LUMO energy is 0.9301 eV. The HOMO-LUMO gap comes out at 8.0 eV.

=====

(6)
DFT (ωB97M-V with the def2-TZVPD basis set) results for an isolated molecule of C6H17N3.

XYZ file:
```
26
Properties=species:S:1:pos:R:3:lowdin_charge:R:1
C -1.190 -0.267 0.064 -0.534
C -0.039 0.626 0.353 -0.265
C 2.341 -0.182 0.931 -0.146
C 1.631 -0.639 -1.295 -0.146
C -1.281 -1.535 0.891 -0.039
C 0.160 1.875 -0.482 -0.061
N 1.218 -0.489 0.079 -0.216
N -1.488 -0.489 -1.281 0.102
N -2.227 0.972 0.751 0.032
H 0.078 0.803 1.418 0.126
H -1.518 0.340 -1.857 0.088
H -2.236 -1.147 -1.447 0.095
H -3.144 0.697 0.406 0.030
H -2.239 0.823 1.756 0.032
H 2.022 -0.150 1.975 0.075
H 2.174 0.236 -1.692 0.077
H 3.099 -0.971 0.851 0.080
H 2.835 0.776 0.684 0.077
H 0.757 -0.816 -1.924 0.062
H 2.299 -1.504 -1.393 0.082
H -2.301 -1.920 0.871 0.078
H -1.002 -1.336 1.923 0.081
H -0.595 -2.273 0.486 0.078
H 0.067 1.687 -1.550 0.068
H 1.163 2.267 -0.318 0.075
H -0.583 2.616 -0.198 0.071
```

Its HOMO energy is -8.034 eV. The value obtained for the LUMO energy is 0.9725 eV. The HOMO-LUMO gap comes out at 9.0 eV.

=====

(7)
DFT (ωB97M-V with the def2-TZVPD basis set) results for a 2-piece molecular cluster, C6H17N3OPS2 overall.

XYZ file:
```
30
Properties=species:S:1:pos:R:3:lowdin_charge:R:1
C 0.632 -1.056 0.428 -0.617
C -2.963 1.397 0.629 -0.196
C 1.360 -0.765 2.694 -0.074
C 3.099 -0.822 0.933 -0.018
C -0.668 1.897 -2.734 -0.097
C -0.230 -1.551 -2.249 -0.296
N -1.927 1.342 -0.388 -0.306
N 1.639 -0.861 1.328 -0.179
N -0.579 -1.525 0.779 0.178
O 0.204 2.053 -1.568 -0.411
P -0.435 1.785 -0.137 0.311
S 0.493 2.533 1.446 0.312
S 1.039 -0.718 -1.228 1.029
H -2.596 1.580 1.678 0.067
H -3.601 2.185 0.201 0.089
H -3.368 0.334 0.693 0.082
H 0.866 0.075 2.943 0.016
H 0.581 -1.484 3.109 0.118
H 2.225 -0.950 3.335 0.117
H 3.309 0.217 0.829 0.088
H 3.712 -1.221 1.753 0.100
H 3.483 -1.476 0.149 0.093
H -0.811 2.852 -3.199 0.089
H -1.699 1.571 -2.362 0.081
H -0.255 1.138 -3.375 0.068
H -1.056 -0.891 -2.485 0.033
H -0.644 -2.417 -1.801 0.036
H 0.270 -1.747 -3.210 0.066
H -1.329 -1.554 0.118 0.099
H -0.750 -1.920 1.691 0.122
```

Its HOMO energy is -12.330 eV. The value obtained for the LUMO energy is -3.6544 eV. As for the net charge: +1. The HOMO-LUMO gap comes out at 8.7 eV.

=====

(8)
DFT (ωB97M-V with the def2-TZVPD basis set) results for a 2-piece molecular cluster, C6H17N3Si overall.

XYZ file:
```
27
Properties=species:S:1:pos:R:3:lowdin_charge:R:1
C 0.582 -1.359 2.292 -0.111
C -0.113 -1.728 1.289 -0.224
C 0.992 -2.181 -2.180 -0.193
C 1.881 2.083 0.815 -0.334
C -2.059 1.028 -1.308 -0.152
C -1.843 1.004 1.092 -0.122
N -0.125 -1.352 -1.775 -0.175
N 1.953 1.032 -0.157 -0.179
N -1.416 0.447 -0.203 -0.333
Si -0.109 -0.590 -0.226 0.669
H 0.662 -1.853 3.324 0.098
H 1.317 -0.644 2.224 0.003
H -0.818 -2.608 1.373 0.090
H 1.145 -2.905 -1.376 0.059
H 0.908 -2.895 -3.064 0.096
H 1.851 -1.501 -2.219 0.071
H 1.403 1.810 1.824 0.054
H 2.903 2.518 0.860 0.054
H 1.187 2.944 0.251 0.100
H -1.879 0.440 -2.272 0.088
H -3.124 0.974 -1.165 0.074
H -1.722 2.107 -1.455 0.109
H -1.234 0.690 2.006 0.082
H -1.698 2.160 1.101 0.112
H -2.853 0.730 1.281 0.061
H -0.345 -0.693 -2.524 0.060
H 2.555 0.342 0.190 -0.058
```

Its HOMO energy is -7.392 eV. The value obtained for the LUMO energy is 0.7253 eV. The HOMO-LUMO gap comes out at 8.1 eV.

=====

(9)
DFT (ωB97M-V with the def2-TZVPD basis set) results for a 2-piece molecular cluster, C6H17N4O overall.

XYZ file:
```
28
Properties=species:S:1:pos:R:3:lowdin_charge:R:1
C -0.461 -0.622 1.775 -0.173
C -1.651 -1.624 1.591 -0.165
C -0.226 0.416 0.703 -0.193
C -1.756 -2.202 0.177 -0.191
C 0.653 0.120 -0.405 0.078
C 1.166 -2.718 -1.881 -0.022
N -0.503 -2.842 -0.245 0.059
N 1.116 2.344 -1.316 0.056
N 1.165 0.899 -1.304 0.007
N 0.385 4.194 0.579 0.026
O 0.060 -2.073 -1.206 -0.243
H -0.772 -0.026 2.667 0.128
H 0.516 -1.189 1.941 0.149
H -1.574 -2.383 2.342 0.111
H -2.511 -1.059 1.656 0.084
H -1.010 1.085 0.282 0.155
H 0.393 1.108 1.324 0.141
H -2.436 -3.054 -0.039 0.137
H -1.985 -1.305 -0.459 0.125
H 0.713 -3.141 -2.839 0.122
H 1.543 -3.563 -1.257 0.110
H 1.819 -1.941 -2.112 0.046
H 2.115 2.654 -1.699 0.159
H 1.061 2.838 -0.396 0.016
H 1.772 0.667 -2.054 0.143
H 0.710 4.521 1.415 -0.004
H -0.533 3.884 0.858 0.037
H 0.231 5.012 -0.096 0.103
```

Its HOMO energy (spin up / spin down) is -11.737 / -13.100 eV. The value obtained for the LUMO energy (spin up / spin down) is -5.2023 / -3.3810 eV. As for the net charge: +1. The HOMO-LUMO gap (spin up / spin down) comes out at 6.5 / 9.7 eV.

=====

Number 1: total energy -9467.838 eV, strongest force on any atom 5.0 eV/A. Number 2: total energy -26446.828 eV, strongest force on any atom 5.2 eV/A. Number 3: total energy -21590.063 eV, strongest force on any atom 3.6 eV/A. Number 4: total energy -17344.014 eV, strongest force on any atom 4.6 eV/A. Number 5: total energy -10965.232 eV, strongest force on any atom 5.2 eV/A. Number 6: total energy -10966.454 eV, strongest force on any atom 5.7 eV/A. Number 7: total energy -43967.437 eV, strongest force on any atom 4.5 eV/A. Number 8: total energy -18842.700 eV, strongest force on any atom 5.2 eV/A. Number 9: total energy -14491.962 eV, strongest force on any atom 3.6 eV/A.